Entry 1:
{
  "formula": "C43H79ClFNO14S2",
  "method": "ωB97M-V/def2-TZVPD",
  "energy_ha": -4150.23755,
  "homo_lumo_gap_ev": 6.76,
  "elements": ["C", "C", "C", "C", "O", "O", "C", "C", "C", "C", "C", "Cl", "C", "S", "O", "O", "F", "N", "C", "S", "C", "C", "H", "H", "H", "H", "H", "H", "H", "H", "H", "H", "H", "H", "H", "H", "H", "H", "H", "H", "H", "C", "C", "O", "C", "H", "H", "H", "H", "H", "H", "C", "C", "O", "C", "H", "H", "H", "H", "H", "H", "C", "C", "O", "C", "H", "H", "H", "H", "H", "H", "C", "C", "O", "C", "H", "H", "H", "H", "H", "H", "C", "C", "O", "C", "H", "H", "H", "H", "H", "H", "C", "C", "O", "C", "H", "H", "H", "H", "H", "H", "C", "C", "O", "C", "H", "H", "H", "H", "H", "H", "C", "C", "O", "C", "H", "H", "H", "H", "H", "H", "C", "C", "O", "C", "H", "H", "H", "H", "H", "H", "C", "C", "O", "C", "H", "H", "H", "H", "H", "H"],
  "positions_angstrom": [[-4.55693, 4.24053, 3.58477], [-4.53090, 3.37433, 2.55111], [-3.60445, 3.41784, 1.34716], [-3.28700, 4.86207, 0.72992], [-2.99584, 4.85333, -0.46856], [-3.31935, 5.79262, 1.53842], [-4.14603, 2.47464, 0.27438], [-3.24086, 1.19837, 0.36947], [-3.88036, -0.18909, 0.60227], [-3.70475, -1.10355, -0.60868], [-4.71578, -0.78165, -1.69272], [-4.60499, -1.92466, -3.05145], [-2.16099, 1.64813, 1.28323], [-0.72917, 0.59523, 1.52188], [-0.83475, -0.49475, 0.62861], [0.43642, 1.39296, 1.53656], [-1.00888, 0.00928, 2.92881], [-2.31998, 2.80555, 1.79943], [-1.47056, 3.63840, 2.68075], [-0.80644, 2.80491, 4.13435], [0.98830, 3.07225, 3.99347], [1.78936, 1.82689, 4.38794], [-4.56563, 5.30761, 3.40944], [-4.59303, 3.85168, 4.59933], [-5.25047, 2.55366, 2.53565], [-5.18379, 2.18560, 0.41590], [-3.98910, 2.86200, -0.72620], [-2.72939, 1.15476, -0.60265], [-4.94817, -0.02762, 0.76617], [-3.47765, -0.66735, 1.49543], [-3.81562, -2.15677, -0.34455], [-2.70226, -1.01495, -1.02809], [-4.56836, 0.20471, -2.13405], [-5.73529, -0.82749, -1.31178], [-2.13432, 4.43279, 3.01367], [-0.69548, 4.09984, 2.07064], [1.29178, 3.96745, 4.53154], [1.17297, 3.28191, 2.94041], [2.08158, 1.26986, 3.49878], [1.18510, 1.16446, 5.00600], [2.70945, 2.08517, 4.89640], [-1.87548, 0.75194, -5.87420], [-3.34956, 0.57557, -5.59440], [-3.81663, 0.83102, -4.50668], [-4.20795, 0.07130, -6.72130], [-1.37511, 1.11982, -4.98109], [-1.43379, -0.20289, -6.16363], [-1.73275, 1.46862, -6.68453], [-3.86625, -0.91203, -7.04658], [-4.16468, 0.76594, -7.56211], [-5.23749, -0.00940, -6.38962], [2.87541, -4.41000, -0.17616], [2.56586, -3.47003, 0.95448], [3.06486, -3.59555, 2.05494], [1.60620, -2.34700, 0.66858], [3.57808, -5.16793, 0.16511], [1.96379, -4.90233, -0.51337], [3.31953, -3.85485, -1.00585], [0.63810, -2.74749, 0.36546], [2.00104, -1.71458, -0.13003], [1.47561, -1.74745, 1.56767], [6.00047, -0.71281, -2.28330], [4.84668, -0.99657, -1.35835], [3.69541, -0.91817, -1.72944], [5.19024, -1.38958, 0.05762], [5.61751, -0.44324, -3.26516], [6.59582, 0.11436, -1.89292], [6.63327, -1.59085, -2.38096], [5.75253, -0.59040, 0.54286], [5.78752, -2.30340, 0.05426], [4.27702, -1.56075, 0.61883], [4.37446, -1.92062, 4.17804], [4.90136, -0.51839, 4.35193], [4.70445, 0.34242, 3.52481], [5.69143, -0.22562, 5.60888], [3.83064, -1.99555, 3.24626], [5.19993, -2.63459, 4.16372], [3.70110, -2.17142, 5.00093], [6.57242, -0.86782, 5.65538], [5.07406, -0.40964, 6.48989], [6.00774, 0.81526, 5.60724], [2.25442, -0.33535, 7.77219], [2.94085, 0.99532, 7.98200], [2.80423, 1.90761, 7.19954], [3.80378, 1.13007, 9.21182], [1.66785, -0.30575, 6.85667], [2.99614, -1.13224, 7.69376], [1.59334, -0.55145, 8.61283], [4.60954, 0.39375, 9.18670], [3.20474, 0.97296, 10.11038], [4.23372, 2.12845, 9.24724], [-7.75265, -3.64492, -6.57094], [-7.53900, -2.41014, -7.41489], [-6.44696, -1.91304, -7.54578], [-8.75624, -1.82140, -8.08691], [-6.80292, -3.96160, -6.14623], [-8.45109, -3.42884, -5.76100], [-8.15863, -4.45181, -7.18336], [-9.49486, -1.53281, -7.33727], [-9.20335, -2.55365, -8.76161], [-8.46279, -0.94127, -8.65445], [-7.95485, 4.11601, -7.95599], [-6.98830, 3.11625, -7.36514], [-6.89318, 1.99307, -7.80078], [-6.14652, 3.58659, -6.20288], [-8.49560, 3.65470, -8.77915], [-8.66791, 4.44145, -7.19694], [-7.41251, 4.98669, -8.32776], [-6.78756, 3.89187, -5.37439], [-5.53190, 4.43665, -6.50408], [-5.49932, 2.77837, -5.86814], [2.50671, 5.04490, 9.40321], [3.79333, 5.32973, 10.13957], [4.40721, 4.45470, 10.70490], [4.27691, 6.75984, 10.13757], [2.27430, 3.98555, 9.47934], [1.69092, 5.62182, 9.84207], [2.61107, 5.30820, 8.34984], [3.53079, 7.40820, 10.59955], [4.45113, 7.09429, 9.11377], [5.20592, 6.82918, 10.69839], [7.54166, -1.53921, -6.12547], [8.49993, -2.08484, -5.09443], [8.26497, -2.01326, -3.91099], [9.76550, -2.72379, -5.61272], [6.67644, -1.10890, -5.62690], [8.03170, -0.76694, -6.72035], [7.20975, -2.33949, -6.78864], [10.34314, -1.99827, -6.18754], [9.52106, -3.57075, -6.25567], [10.36442, -3.07311, -4.77518], [0.40581, -8.99960, -1.41017], [0.51348, -7.55800, -1.84315], [1.01396, -6.71947, -1.13049], [-0.03254, -7.21221, -3.20679], [0.83292, -9.11260, -0.41667], [-0.64114, -9.30581, -1.38665], [0.94676, -9.64132, -2.10733], [-1.09687, -7.44742, -3.25466], [0.49109, -7.78292, -3.97531], [0.10597, -6.15023, -3.39486]]
}

Entry 2:
{
  "formula": "C23H19N3O6V",
  "method": "ωB97M-V/def2-TZVPD",
  "energy_ha": -2446.49264,
  "total_charge": 3,
  "e_above_lowest_kcal_mol": 2.0,
  "homo_lumo_gap_ev": 7.00,
  "elements": ["V", "O", "C", "C", "C", "C", "C", "C", "C", "N", "C", "C", "N", "C", "C", "C", "C", "C", "C", "C", "O", "H", "H", "H", "H", "H", "H", "H", "H", "H", "H", "H", "H", "H", "H", "O", "N", "O", "C", "C", "C", "C", "C", "C", "C", "O", "O", "H", "H", "H", "H", "H"],
  "positions_angstrom": [[0.22486, -0.40485, 0.19269], [1.50204, -0.33217, -1.01785], [2.24976, -1.43729, -1.30908], [2.71532, -1.65286, -2.59259], [3.49582, -2.76808, -2.84937], [3.84405, -3.66449, -1.83491], [3.42064, -3.43148, -0.54680], [2.60177, -2.32438, -0.25733], [2.34060, -2.00713, 1.11470], [1.52354, -1.08651, 1.52202], [1.56383, -0.64377, 2.93099], [0.23568, -0.06299, 3.39933], [-0.00065, 1.28198, 2.83948], [-0.53771, 2.32160, 3.43906], [-0.68570, 3.53797, 2.76702], [-1.34560, 4.65640, 3.32065], [-1.32556, 5.84718, 2.63410], [-0.63374, 5.93955, 1.42226], [0.04084, 4.85394, 0.85926], [-0.01638, 3.66909, 1.53855], [0.74136, 2.59071, 1.07896], [2.46851, -0.93958, -3.36761], [3.85491, -2.93593, -3.85634], [4.46464, -4.52082, -2.05772], [3.71409, -4.09618, 0.25610], [2.94566, -2.52409, 1.85992], [2.36253, 0.08939, 3.05664], [1.79364, -1.50629, 3.55871], [0.24219, 0.04248, 4.48292], [-0.60298, -0.70981, 3.12815], [-0.80427, 2.19314, 4.48360], [-1.86143, 4.56278, 4.26794], [-1.82917, 6.71545, 3.03435], [-0.61143, 6.88734, 0.89922], [0.59657, 4.94536, -0.06339], [-0.85682, 1.00220, 0.70766], [0.24623, 1.36430, 1.45550], [-1.19929, -0.06228, -1.72891], [-2.03380, -0.89236, -2.43497], [-2.66192, -0.39084, -3.55695], [-3.51283, -1.18387, -4.31364], [-3.75845, -2.51056, -3.96636], [-3.14695, -3.03279, -2.85793], [-2.26981, -2.23575, -2.06618], [-1.78045, -2.99126, -0.99114], [-1.68635, -3.93154, -0.37674], [-0.57280, -1.72620, 0.09667], [-1.23551, 0.81288, -2.13930], [-2.48371, 0.63797, -3.84854], [-3.98873, -0.75800, -5.18757], [-4.42141, -3.12693, -4.55637], [-3.32565, -4.06067, -2.56884]]
}